A | {
  "formula": "H2",
  "method": "ωB97M-V/def2-TZVPD",
  "homo_lumo_gap_ev": 10.72,
  "total_charge": 0,
  "species": ["H", "H"],
  "xyz": [[0.00, 0.00, 0.77], [0.00, 0.00, -0.77]],
  "mulliken_charge": [0.00, 0.00]
}

B | {
  "formula": "H2",
  "method": "ωB97M-V/def2-TZVPD",
  "homo_lumo_gap_ev": 8.73,
  "total_charge": 0,
  "species": ["H", "H"],
  "xyz": [[-0.81, 0.28, 0.39], [0.81, -0.28, -0.39]],
  "mulliken_charge": [0.00, 0.00]
}

The structure with the least stability is B.

A | {
  "formula": "H3NS2",
  "method": "ωB97M-V/def2-TZVPD",
  "homo_lumo_gap_ev": 8.21,
  "total_charge": 0,
  "species": ["N", "S", "S", "H", "H", "H"],
  "xyz": [[1.40, -0.72, -0.01], [-1.96, 0.01, -0.16], [0.46, 0.41, -0.54], [1.70, -1.48, -0.68], [-2.19, 0.83, 0.78], [0.59, 0.96, 0.60]],
  "nbo_charge": [-0.99, -0.40, 0.81, 0.37, 0.11, 0.10]
}

B | {
  "formula": "H3NS2",
  "method": "ωB97M-V/def2-TZVPD",
  "smiles": "N=S.S",
  "homo_lumo_gap_ev": [7.44, 7.44],
  "total_charge": 0,
  "species": ["N", "S", "S", "H", "H", "H"],
  "xyz": [[-1.88, 0.70, -2.20], [1.59, -0.94, 1.78], [-0.55, 0.29, -1.55], [-2.55, -0.04, -2.21], [2.55, -0.26, 2.47], [0.84, 0.25, 1.71]],
  "nbo_charge": [-0.73, -0.30, 0.40, 0.34, 0.15, 0.15]
}

The structure with the least stability is A.

A | {
  "formula": "C3H3Br9",
  "method": "ωB97M-V/def2-TZVPD",
  "homo_lumo_gap_ev": 9.33,
  "total_charge": 0,
  "species": ["C", "Br", "Br", "Br", "H", "C", "Br", "Br", "Br", "H", "C", "Br", "Br", "Br", "H"],
  "xyz": [[2.91, 3.78, -0.56], [1.57, 4.14, 0.92], [2.69, 4.82, -2.26], [2.87, 1.89, -0.82], [3.85, 4.10, -0.11], [0.00, -0.05, -0.65], [0.23, -0.63, 1.23], [-0.60, 1.86, -0.78], [-1.20, -1.31, -1.60], [0.92, -0.23, -1.19], [-2.66, -3.65, 0.96], [-4.40, -4.74, 1.23], [-0.99, -4.47, 1.76], [-2.81, -1.95, 1.95], [-2.38, -3.56, -0.09]],
  "nbo_charge": [-0.45, 0.05, 0.07, 0.11, 0.22, -0.45, 0.10, 0.09, 0.05, 0.21, -0.41, 0.05, 0.04, 0.10, 0.22]
}

B | {
  "formula": "C3H3Br9",
  "method": "ωB97M-V/def2-TZVPD",
  "homo_lumo_gap_ev": 10.14,
  "total_charge": 0,
  "species": ["C", "Br", "Br", "Br", "H", "C", "Br", "Br", "Br", "H", "C", "Br", "Br", "Br", "H"],
  "xyz": [[28.16, -10.17, 4.51], [27.62, -11.30, 5.96], [30.02, -10.48, 4.09], [27.80, -8.33, 4.84], [27.61, -10.47, 3.63], [29.10, -14.61, 6.59], [29.28, -13.62, 8.21], [27.42, -15.52, 6.47], [30.56, -15.85, 6.36], [29.16, -13.90, 5.77], [33.98, -17.29, 6.78], [35.50, -16.50, 5.92], [34.27, -17.47, 8.67], [33.50, -18.94, 5.97], [33.16, -16.59, 6.67]],
  "nbo_charge": [-0.51, 0.09, 0.08, 0.11, 0.23, -0.51, 0.10, 0.10, 0.07, 0.23, -0.51, 0.09, 0.09, 0.11, 0.22]
}

C | {
  "formula": "C3H3Br9",
  "method": "ωB97M-V/def2-TZVPD",
  "homo_lumo_gap_ev": 9.50,
  "total_charge": 0,
  "species": ["C", "Br", "Br", "Br", "H", "C", "Br", "Br", "Br", "H", "C", "Br", "Br", "Br", "H"],
  "xyz": [[-2.01, -0.53, -1.24], [-3.75, -0.60, -2.16], [-1.38, -2.40, -0.74], [-2.16, 0.61, 0.40], [-1.25, -0.07, -1.88], [1.86, 1.64, -1.68], [0.80, 0.96, -3.17], [2.36, 0.16, -0.41], [0.77, 3.00, -0.75], [2.77, 2.07, -2.11], [0.43, -0.86, 2.60], [1.08, -2.70, 2.28], [1.67, 0.22, 3.68], [-1.31, -1.07, 3.55], [0.12, -0.42, 1.65]],
  "nbo_charge": [-0.43, 0.09, 0.06, 0.06, 0.22, -0.45, 0.08, 0.07, 0.09, 0.23, -0.46, 0.07, 0.10, 0.05, 0.23]
}

The structure with the least stability is A.

A | {
  "formula": "C10H9NS2",
  "method": "ωB97M-V/def2-TZVPD",
  "smiles": "CSc1nc(-c2ccccc2)cs1",
  "homo_lumo_gap_ev": 8.89,
  "total_charge": 0,
  "species": ["C", "C", "C", "C", "C", "C", "C", "C", "C", "C", "H", "H", "H", "H", "H", "H", "H", "H", "H", "N", "S", "S"],
  "xyz": [[-3.57, 2.02, 0.08], [-2.61, -0.58, -0.13], [-0.48, -1.08, -0.04], [-0.90, -2.32, 0.03], [0.89, -0.63, -0.01], [2.03, -1.44, 0.11], [3.33, -0.89, 0.15], [3.50, 0.49, 0.09], [2.45, 1.31, -0.07], [1.13, 0.72, -0.20], [-4.50, 2.52, 0.11], [-3.08, 2.29, 1.09], [-3.02, 2.17, -0.85], [-0.33, -3.26, -0.08], [1.82, -2.50, 0.18], [4.20, -1.52, 0.17], [4.48, 1.00, 0.25], [2.54, 2.36, -0.28], [0.36, 1.41, -0.61], [-1.45, -0.04, -0.07], [-4.16, 0.28, 0.11], [-2.64, -2.30, -0.05]],
  "nbo_charge": [-0.72, -0.09, 0.10, -0.42, -0.10, -0.17, -0.22, -0.22, -0.22, -0.15, 0.22, 0.24, 0.24, 0.25, 0.20, 0.22, 0.21, 0.21, 0.23, -0.47, 0.26, 0.40]
}

B | {
  "formula": "C10H9NS2",
  "method": "ωB97M-V/def2-TZVPD",
  "homo_lumo_gap_ev": [7.84, 5.67],
  "total_charge": 0,
  "species": ["C", "C", "C", "C", "C", "C", "C", "C", "C", "C", "N", "S", "S", "H", "H", "H", "H", "H", "H", "H", "H", "H"],
  "xyz": [[2.22, 1.54, -0.01], [1.78, 1.10, 1.20], [1.80, 0.98, -1.27], [1.25, -0.19, 1.28], [1.23, -0.28, -1.25], [-3.20, 0.84, 0.86], [-3.10, 1.27, -0.48], [1.03, -0.91, 0.05], [-1.79, -0.75, 0.16], [0.60, -2.19, 0.32], [-2.37, -0.18, 1.16], [-1.83, 0.38, -1.25], [0.13, -3.40, -0.81], [2.74, 2.54, -0.12], [1.92, 1.55, 2.20], [2.09, 1.35, -2.23], [0.98, -0.68, 2.20], [0.80, -0.79, -2.06], [-3.79, 1.17, 1.76], [-3.36, 2.11, -1.08], [0.91, -2.72, 1.23], [-0.05, -2.73, -1.87]],
  "nbo_charge": [-0.22, -0.23, -0.19, -0.15, -0.21, -0.06, -0.44, -0.13, 0.13, -0.30, -0.52, 0.32, 0.13, 0.21, 0.23, 0.22, 0.22, 0.21, 0.23, 0.24, 0.23, 0.10]
}

The structure with the least stability is B.